The following is a DFT calculation (ωB97M-V with the def2-TZVPD basis set) of a molecular structure, C29H30N5P2PdSe2.

```
69
Properties=species:S:1:pos:R:3:nbo_charge:R:1
Pd -3.217 -0.259 -1.133 0.71
Se 2.603 -0.469 1.868 -0.50
P 2.570 -0.452 -0.236 1.26
C 3.269 -1.938 -1.003 -0.31
C 4.146 -1.982 -2.080 -0.19
C 4.564 -3.205 -2.586 -0.20
C 4.104 -4.388 -2.032 -0.18
C 3.220 -4.350 -0.961 -0.20
C 2.809 -3.134 -0.447 -0.21
C 3.192 1.111 -0.908 -0.40
C 2.388 2.217 -0.626 -0.12
C 2.775 3.485 -1.015 -0.23
C 3.979 3.668 -1.685 -0.18
C 4.792 2.579 -1.946 -0.20
C 4.405 1.303 -1.555 -0.17
C 0.873 -0.486 -0.854 -0.25
C -0.357 -0.583 -0.223 -0.30
N -1.271 -0.536 -1.224 -0.32
N -0.650 -0.414 -2.384 -0.09
N 0.639 -0.394 -2.180 -0.23
P -0.979 -0.579 1.448 1.34
Se -3.169 -0.856 1.199 -0.34
C -0.428 -2.011 2.377 -0.31
C -0.333 -3.184 1.628 -0.21
C 0.018 -4.371 2.245 -0.19
C 0.257 -4.398 3.612 -0.17
C 0.126 -3.239 4.361 -0.20
C -0.224 -2.045 3.751 -0.19
C -0.668 1.074 2.098 -0.32
C -0.100 1.373 3.329 -0.17
C 0.090 2.696 3.699 -0.20
C -0.277 3.723 2.844 -0.17
C -0.847 3.429 1.612 -0.20
C -1.044 2.111 1.242 -0.22
H 4.492 -1.081 -2.561 0.22
H 5.249 -3.227 -3.423 0.22
H 4.429 -5.338 -2.434 0.22
H 2.860 -5.270 -0.519 0.22
H 2.150 -3.105 0.413 0.23
H 1.459 2.083 -0.083 0.20
H 2.145 4.334 -0.785 0.22
H 4.286 4.660 -1.990 0.22
H 5.741 2.716 -2.446 0.22
H 5.082 0.482 -1.737 0.22
H -0.522 -3.169 0.561 0.23
H 0.103 -5.275 1.658 0.23
H 0.535 -5.325 4.095 0.23
H 0.299 -3.259 5.429 0.23
H -0.338 -1.163 4.362 0.22
H 0.243 0.595 3.992 0.22
H 0.542 2.919 4.655 0.23
H -0.109 4.752 3.131 0.23
H -1.128 4.226 0.937 0.22
H -1.482 1.884 0.274 0.21
N -5.305 -0.122 -1.084 -0.78
C -5.847 1.209 -0.732 -0.23
C -5.519 2.208 -1.838 -0.43
C -4.030 2.454 -2.046 -0.23
N -3.348 1.300 -2.681 -0.82
H -5.685 -0.401 -1.986 0.39
H -5.604 -0.829 -0.418 0.41
H -5.392 1.508 0.214 0.22
H -6.928 1.152 -0.591 0.21
H -5.999 3.156 -1.596 0.25
H -5.968 1.873 -2.779 0.20
H -3.552 2.625 -1.079 0.21
H -3.884 3.352 -2.651 0.21
H -2.407 1.559 -2.968 0.42
H -3.826 1.015 -3.531 0.39
```

Computed properties:
F_max: 0.0149 hartree/bohr
Net charge: +1
Orbital gap: 0.2481 hartree